{
  "formula": "C25H21BrClCoIN3O3",
  "method": "wB97M-V/def2-TZVPD",
  "symbols": ["Br", "C", "H", "C", "H", "C", "C", "C", "H", "Co", "H", "H", "H", "N", "O", "C", "C", "O", "H", "H", "H", "C", "C", "C", "H", "C", "N", "H", "I", "H", "C", "C", "O", "H", "N", "C", "C", "H", "C", "H", "C", "C", "Cl", "C", "H", "H", "C", "C", "C", "H", "C", "H", "C", "C", "H", "H"],
  "positions_angstrom": [[5.11455, -1.69375, -4.07054], [-2.62253, 1.30110, 2.65896], [-5.42006, 2.24804, 0.98935], [-2.65547, 0.38750, 0.33308], [4.37742, -1.90785, -1.19963], [-2.88157, -4.18158, 1.05319], [2.28217, -1.77715, -3.87830], [3.46267, -1.79991, -3.15088], [0.77117, -0.52544, 2.89888], [-0.36947, -0.93887, 0.22500], [0.09254, -2.10953, -1.34457], [-3.76231, -4.79654, 1.06845], [3.71362, 3.70290, -1.09663], [-0.87162, -0.09201, 1.76804], [-2.00480, -0.34689, -0.52656], [-2.06428, 0.55192, 1.62229], [0.50456, 0.60136, -0.29695], [1.17958, -1.65457, 1.00456], [-0.09834, 0.77241, 4.88073], [-0.01559, 4.06810, -0.95859], [-2.28041, 1.94551, 4.69154], [-0.85721, -3.50534, 1.60337], [-0.68371, 0.72417, 3.97446], [1.74145, 2.80883, -1.18197], [-3.13309, -2.53861, -0.39928], [-2.56030, -3.07572, 0.33540], [-1.79083, -4.43791, 1.85320], [0.64953, 2.79322, -3.06091], [-4.82956, 0.81157, -1.68523], [0.14632, -1.86611, -3.75447], [-4.46736, 1.77048, 1.17260], [2.24994, -1.95859, -1.09339], [3.28637, -2.33561, 1.01327], [3.26862, 2.80468, 0.36525], [-1.29029, -2.66905, 0.68405], [3.46083, -1.89652, -1.77211], [-1.88391, 1.37026, 3.86590], [-1.69415, -5.19634, 2.50551], [3.20482, 2.81109, -0.72332], [1.51722, 4.95685, -1.01716], [1.68337, 2.80424, -2.71459], [1.06732, -1.95951, -1.82033], [-4.63472, 2.86488, 3.63653], [2.28076, -2.00635, 0.41660], [2.17521, 3.69632, -3.10946], [1.05529, 4.07352, 0.44736], [-3.87327, 1.01138, 0.13851], [-0.18096, -0.01450, 2.88035], [1.07589, -1.86631, -3.20171], [2.30819, -1.69558, -4.95554], [1.06786, 1.60162, -0.67377], [2.18687, 1.92367, -3.11552], [1.02819, 4.05454, -0.64291], [-3.86944, 1.91840, 2.39262], [0.11561, -3.46260, 2.06318], [3.72730, 1.93019, -1.09788]],
  "lumo_ev": -0.570,
  "fmax_ev_per_a": 0.96,
  "de_lowest_ev": 0.746
}

{
  "formula": "C25H21ClN2O3S",
  "method": "wB97M-V/def2-TZVPD",
  "symbols": ["H", "C", "H", "C", "H", "H", "H", "C", "C", "H", "H", "C", "C", "C", "C", "O", "C", "C", "C", "Cl", "C", "H", "O", "H", "C", "H", "C", "H", "H", "H", "C", "C", "C", "C", "H", "C", "H", "N", "C", "C", "N", "H", "H", "C", "C", "H", "H", "O", "H", "S", "C", "C", "H"],
  "positions_angstrom": [[8.64256, -1.10476, 6.51642], [5.64916, 1.60588, 5.12348], [4.84936, 4.71593, 6.20036], [6.00579, 3.29973, 7.32472], [-0.55271, -2.28470, 2.57862], [6.70282, -0.96157, -0.93622], [5.58228, -5.29006, -0.27064], [2.35086, 0.32275, 3.39721], [-4.62529, -0.20679, 3.19566], [7.17452, -1.92545, 7.03769], [6.65776, -1.50384, 4.40092], [-1.10681, -1.34937, 2.59147], [5.03251, -0.78067, 2.10799], [5.00952, 2.83942, 5.12848], [5.60754, -3.08940, 1.48104], [6.73609, -3.51502, -0.61362], [6.19020, -1.26100, -0.01328], [6.44358, -0.50734, 4.74128], [-2.46968, -1.36826, 2.89342], [2.75186, -1.10121, 4.38561], [4.73585, 0.26300, 3.07535], [7.19412, -5.28022, 0.53315], [1.67072, -1.53695, 1.70466], [7.13538, 1.65135, 8.22963], [5.24694, 3.69882, 6.21232], [-3.07901, 1.98465, 2.68649], [5.60086, -0.38084, 0.86679], [4.57174, -2.60779, 3.21246], [-0.70197, 1.99615, 2.15849], [1.55500, 0.98957, 3.87001], [6.34468, 1.17577, 6.27097], [5.05088, -2.17589, 2.35808], [6.56583, 2.00626, 7.37858], [-2.55006, 1.03066, 2.66147], [5.64827, -4.15034, 1.74151], [6.18882, -2.65603, 0.28334], [4.15562, 1.11364, 2.71507], [6.82612, -0.12008, 6.00679], [7.62842, -0.93810, 6.90282], [6.63297, -4.95467, -0.36625], [-5.77352, -0.23895, 3.40824], [4.41349, 3.06821, 4.25984], [7.67112, -0.45949, 7.89088], [-1.18919, 1.04350, 2.35650], [-0.45027, -0.14593, 2.31543], [7.10704, -5.34206, -1.26669], [5.59371, 0.68585, 0.59106], [1.51734, 0.81913, 0.92598], [-2.93740, -2.33229, 3.10334], [1.38738, -0.15342, 1.98140], [-3.20903, -0.17911, 2.91854], [5.58839, 0.47297, 4.17805], [6.13337, 4.00830, 8.12884]],
  "lumo_ev": -1.382,
  "fmax_ev_per_a": 2.76,
  "de_lowest_ev": 0.000
}

{
  "formula": "C25H21F32O8",
  "method": "wB97M-V/def2-TZVPD",
  "symbols": ["F", "F", "H", "H", "C", "F", "C", "F", "F", "O", "C", "C", "O", "F", "C", "F", "H", "F", "F", "C", "H", "C", "O", "C", "H", "O", "F", "C", "F", "F", "O", "F", "F", "H", "F", "F", "F", "H", "C", "H", "F", "C", "C", "F", "F", "H", "C", "O", "F", "H", "F", "C", "C", "F", "H", "H", "H", "H", "F", "H", "H", "C", "F", "C", "H", "C", "F", "O", "F", "F", "C", "F", "C", "O", "F", "C", "H", "C", "H", "H", "F", "C", "F", "C", "H", "C"],
  "positions_angstrom": [[2.04026, -0.42789, -0.84991], [2.02042, 1.72266, -1.11908], [-7.20323, -2.45653, -0.70622], [-4.97108, -6.23116, -5.93135], [-3.55154, -5.56063, -4.28129], [-4.90566, 1.84487, 1.98755], [-0.28348, -2.76198, -1.42395], [2.01378, -1.02484, 2.50623], [5.26496, 6.40005, 0.88623], [-3.74814, -1.40787, 0.99881], [1.42446, -0.85541, -3.80771], [2.24058, 0.54394, -1.75926], [0.48377, -1.89152, -3.55609], [5.54177, 2.42795, 3.44760], [2.48649, 3.69461, 4.64001], [5.09990, 4.47390, 2.85049], [-3.79916, 0.48108, 2.93796], [0.02508, -3.65282, -0.44865], [1.25660, 4.52497, 2.82468], [1.94545, 0.10119, 3.26760], [1.20757, -0.54834, -4.83179], [1.02298, -0.21029, 4.44782], [-7.92370, -3.80946, -4.57547], [6.11618, 3.04972, 1.23541], [-4.60351, -2.10094, -0.78842], [5.75014, 3.84326, 0.15116], [0.90172, 0.83064, 5.29382], [-3.82159, -4.31301, -3.37535], [1.87251, 4.50619, 5.53327], [0.36209, 2.88421, 3.89570], [2.11663, 2.52260, 2.53293], [-5.67246, -0.08786, 2.62542], [-7.14744, -0.96595, 0.61896], [6.34086, 5.05493, -1.31172], [-0.31654, -1.53950, -0.84176], [-4.95916, 0.09708, -0.14738], [7.32915, 7.75796, 2.05012], [2.44754, -1.23382, -3.83990], [-4.08334, -0.06829, 0.85597], [0.02833, -0.50359, 4.10034], [1.57520, 1.47471, -3.78778], [-7.08375, -2.29026, 0.36826], [-5.79079, -4.98257, -4.19081], [-5.70205, -2.81116, 2.23007], [0.71140, -4.03155, -3.12414], [-5.74967, -5.77565, -3.40490], [7.54147, 6.51979, 1.53753], [-7.86799, -5.99224, -4.76229], [-2.94870, 0.57129, 0.48106], [1.84693, 0.95149, 1.33249], [6.08019, 1.77172, 0.79931], [-4.57344, 0.54373, 2.17001], [-4.47659, -2.39084, 0.25514], [1.53375, -1.24039, 5.16789], [4.13335, 2.89652, 2.11242], [-1.28158, -2.98740, -1.80155], [7.66680, 4.52169, -0.33806], [3.39113, 4.18522, 4.28025], [7.39377, 3.29253, 1.58636], [0.42491, 1.31715, 2.23973], [3.28808, 0.52246, -2.07278], [1.30044, 0.42454, -2.95835], [3.20649, 0.34411, 3.69781], [1.50892, 1.24220, 2.32742], [-2.54329, -5.71759, -4.70034], [5.14422, 3.19400, 2.40622], [-5.84256, -4.24585, 0.60402], [-2.99243, -3.86464, -2.63175], [0.01692, 0.57524, -2.57129], [-8.14243, -2.85882, 1.00049], [6.52565, 6.23883, 0.42911], [7.43437, 5.65255, 2.56117], [6.63570, 4.87309, -0.27740], [-5.10563, -3.87492, -3.53438], [6.70802, 7.19094, -0.53134], [-4.75891, -5.36982, -5.27700], [-3.80069, -3.24591, 0.22376], [-5.78414, -2.91375, 0.87957], [8.56377, 6.48771, 1.14999], [-3.81471, -6.51571, -3.76982], [2.84453, 2.57334, 5.29740], [1.53969, 3.37819, 3.47921], [2.01703, -2.65532, -2.09361], [-7.29539, -4.87702, -4.54019], [-4.58179, -4.39816, -5.79637], [0.75463, -2.81357, -2.54535]],
  "lumo_ev": 1.453,
  "fmax_ev_per_a": 2.81,
  "de_lowest_ev": 1.195,
  "charge": -1
}

{
  "formula": "C25H21N2O3PPdS",
  "method": "wB97M-V/def2-TZVPD",
  "symbols": ["H", "C", "C", "O", "C", "C", "C", "N", "C", "C", "H", "S", "C", "C", "H", "C", "H", "C", "H", "H", "C", "O", "C", "H", "H", "H", "C", "N", "H", "H", "H", "P", "C", "H", "H", "C", "C", "H", "H", "H", "H", "C", "C", "C", "Pd", "C", "C", "C", "C", "H", "H", "O", "H", "C"],
  "positions_angstrom": [[0.90386, 2.74442, -0.54471], [0.44416, -1.49118, 1.09019], [2.81986, -0.03358, 0.33939], [-1.99944, -0.91148, 0.08859], [-3.50794, 0.04642, -1.68111], [4.85726, -0.02008, 1.67819], [-0.07644, 2.59272, 3.19299], [-1.03264, -0.03438, -2.16161], [-3.23814, -0.17718, -3.01101], [-4.78044, 0.13402, -1.15971], [0.21316, 0.47882, 3.06859], [-1.96594, 0.18162, -0.87721], [0.62426, 2.68182, 0.50609], [5.00666, -0.06198, -0.72741], [-0.90214, -4.67708, 2.92159], [-1.78144, -0.21988, -3.26491], [-4.93214, 0.31192, -0.10211], [3.46386, -0.01178, 1.58819], [-2.40384, -2.74078, 2.52369], [2.88316, 0.00662, 2.50739], [-0.03524, 3.81702, 2.53059], [-1.99954, 1.53042, -0.32201], [-1.36984, -2.70608, 2.19099], [1.44046, -4.60428, 2.10549], [-6.42074, -0.36308, -4.11601], [5.33646, -0.00328, 2.65369], [-4.27474, -0.32918, -3.91491], [3.00116, -0.03438, -2.11221], [-0.27504, 4.73332, 3.06239], [-6.86094, 0.04302, -1.70121], [3.37726, -0.75208, -2.62591], [1.01286, -0.03438, 0.16029], [1.26196, -2.61468, 1.29549], [3.35716, 0.72892, -2.58331], [-4.06334, -0.50558, -4.96371], [0.58376, 1.43302, 1.15409], [3.60746, -0.05608, -0.82501], [0.96346, 1.65742, -2.16161], [-0.34844, 2.55412, 4.24429], [5.62216, -0.07318, -1.62261], [2.28406, -2.63528, 0.92479], [0.78476, -3.74998, 1.95899], [-0.52944, -3.79258, 2.41259], [-5.58674, -0.24748, -3.42891], [0.96346, -0.03438, -2.16161], [-0.89044, -1.57348, 1.52499], [5.62836, -0.04688, 0.52059], [0.31946, 3.86322, 1.18619], [-5.83704, -0.01728, -2.05991], [0.36236, 4.81532, 0.66449], [-1.57964, -0.75068, 1.34199], [-1.38134, -0.41228, -4.40901], [6.71296, -0.05018, 0.58919], [0.23706, 1.41182, 2.51179]],
  "lumo_ev": [4.753, 4.751],
  "fmax_ev_per_a": 7.36,
  "de_lowest_ev": 0.042,
  "charge": -2
}